Formula: C6H12N2
Source: the OMol25 dataset
Level of theory: ωB97M-V with the def2-TZVPD basis set

The geometry in ORCA input format:
```
! wB97M-V def2-TZVPD RIJCOSX def2/J DEFGRID3
* xyz 0 3
C 0.6183 -1.5541 -1.8010
C 0.1816 -0.5482 -1.3369
C 1.2720 1.1999 -0.0653
C -1.0834 1.5141 -0.7364
C 0.4854 -0.9592 1.5556
C -0.0620 0.4600 -0.3212
N -1.5605 -1.1376 0.8829
N -0.4968 -0.2534 0.9674
H 0.8217 -2.3669 -2.5214
H 1.3226 2.1873 0.4116
H 2.0918 0.6523 0.3583
H 1.7368 1.5707 -1.1444
H -1.3688 2.2787 0.1062
H -0.7705 2.1862 -1.5389
H -2.0452 1.1350 -1.1569
H 0.1573 -1.6435 2.3633
H 1.1350 -1.7254 0.9688
H 1.3193 -0.3527 2.0757
H -2.4100 -0.7305 0.7082
H -1.3445 -1.9125 0.2243
*
```

## Properties
LUMO energy (alpha / beta) = 1.094 / -3.512 eV
Frontier orbital gap (alpha / beta) = 0.1435 / 0.2181 Ha
Relative energy (zero: lowest compared OMol25 entry of this formula, charge and spin) = 113.7 kcal per mole
E = -9386.7903 eV

Atom charges from the Löwdin analysis, given in e for atoms 1 to 5: atom 1 (C): -0.0315, atom 2 (C): -0.2335, atom 3 (C): -0.0770, atom 4 (C): -0.0929, atom 5 (C): -0.1821